21
Properties=species:S:1:pos:R:3:forces:R:3 method="wB97M-V/def2-TZVPD" de_lowest_ev=1.767 gap_ev=9.30 smiles=Cc1c[nH]cn1.CCO
O -1.248 0.349 2.083 0.786 -0.216 0.408
H -1.291 1.707 -2.336 0.933 -0.193 -0.807
H -2.558 -0.975 1.456 0.000 -0.861 -0.466
C 1.489 -0.432 0.483 2.357 -2.162 -0.779
H 1.049 1.331 -3.829 -0.299 -0.672 1.364
H -0.936 -1.425 0.924 1.033 -0.178 -1.442
C -1.499 -1.039 1.713 -1.796 1.756 1.346
H 0.740 -0.377 1.260 0.293 0.466 0.121
N -0.153 0.831 -0.831 0.091 0.006 -2.488
C 1.635 0.289 -2.032 0.768 0.849 1.976
H 2.565 -0.061 -2.290 1.934 -0.619 -0.931
H -1.131 0.995 1.364 -0.130 -1.034 -0.326
H -2.278 -1.624 3.527 1.006 0.137 0.566
N 0.868 1.048 -2.845 -3.158 -0.124 -0.440
C -1.328 -1.842 2.994 -1.749 1.345 -0.070
C -0.347 1.184 -2.132 1.308 0.906 2.682
H 2.531 -0.175 0.775 -0.818 0.157 0.414
H 1.622 -1.531 0.197 -0.393 1.103 0.533
H -0.433 -1.501 3.486 0.139 -0.013 0.523
H -1.367 -2.897 2.902 0.395 -1.078 -0.597
C 1.128 0.271 -0.754 -2.699 0.425 -1.590